Entry 1:
169
Properties=species:S:1:pos:R:3:mulliken_charge:R:1 method="wB97M-V/def2-TZVPD" total_energy_ha=-5691.04154 relative_energy_kj_mol=700.09 orbital_gap_ev="2.56 / 0.63" multiplicity=9 mol_weight_da=1138.23 total_charge=+1 lumo_ev="-2.861 / -9.057" max_force_ev_per_a=5.21
Fe 0.21645 22.34607 -5.77256 0.05
C 1.29775 19.44020 -0.86992 0.67
F 2.18678 19.66391 -1.88878 -0.20
F 0.81194 18.21692 -0.98835 -0.18
F 1.94344 19.59463 0.31656 -0.19
S -0.13718 20.85440 -0.96339 0.91
O -0.89551 20.91375 0.35146 -0.49
O 0.57991 22.01426 -1.45573 -0.57
N -1.08275 20.46090 -2.44743 -0.15
S -2.48245 20.02031 -1.85629 1.01
O -2.32726 18.86476 -0.96734 -0.47
O -3.33943 21.15504 -1.42955 -0.51
C -3.29772 19.37064 -3.43434 0.67
F -4.60631 19.22356 -3.18629 -0.20
F -3.23185 20.20418 -4.44529 -0.19
F -2.79158 18.20416 -3.72877 -0.20
C 10.38390 18.68988 -3.19860 -1.46
C 10.68106 17.97959 -4.46499 0.61
C 9.52755 17.02176 -4.92186 -0.68
O 9.95451 16.35355 -6.17317 -0.42
C 10.71276 15.17320 -6.16745 -0.65
N 10.74292 19.07782 -5.44552 -0.74
H 10.21903 18.18274 -2.24795 0.37
H 9.52441 19.35665 -3.26798 0.30
H 11.27727 19.28325 -3.00390 0.36
H 11.68109 17.55354 -4.38422 0.28
H 8.61235 17.51174 -5.25416 0.23
H 9.12134 16.22917 -4.29345 0.42
H 10.11430 14.40566 -6.65820 0.24
H 10.79597 14.94223 -5.10545 0.33
H 11.70756 15.33882 -6.58104 0.23
H 9.86668 19.58013 -5.44312 0.27
H 10.82869 18.60447 -6.33361 0.31
C -10.03581 28.51262 -0.72051 -1.47
C -10.59105 27.13335 -0.72590 0.67
C -11.44672 26.78562 -1.97821 -0.81
O -12.58742 27.69979 -1.93158 -0.30
C -13.44789 27.57363 -2.98980 -0.77
N -9.50513 26.20663 -0.77688 -0.66
H -9.29514 28.70502 -1.49670 0.36
H -9.58147 28.76827 0.23673 0.36
H -10.81877 29.25897 -0.85481 0.36
H -11.28514 27.05161 0.11056 0.16
H -11.81446 25.75973 -1.95743 0.38
H -10.88589 26.86266 -2.90968 0.38
H -14.29845 28.25527 -2.98538 0.26
H -13.72964 26.53741 -3.17685 0.30
H -12.96324 27.83034 -3.93178 0.32
H -9.68753 25.26826 -0.45087 0.21
H -8.75170 26.50512 -0.17410 0.24
C 5.75830 11.83371 -0.17484 -1.60
C 5.75818 10.64693 -1.11541 0.48
C 5.26444 9.24960 -0.51650 -0.75
O 5.96946 8.90197 0.67368 -0.31
C 5.53343 7.62212 1.18731 -0.78
N 4.76441 11.03861 -2.05379 -0.73
H 6.02978 12.77700 -0.64873 0.45
H 6.52773 11.57670 0.55320 0.36
H 4.87147 11.98925 0.43951 0.38
H 6.68378 10.48406 -1.66753 0.33
H 5.24037 8.52232 -1.32804 0.40
H 4.22252 9.28831 -0.19871 0.30
H 5.78165 6.78427 0.53576 0.32
H 4.45208 7.49973 1.24889 0.31
H 6.14977 7.38317 2.05399 0.28
H 4.18929 11.71000 -1.56535 0.29
H 5.24921 11.61668 -2.72529 0.27
C -1.34656 21.81736 -11.63620 -1.34
C -1.35821 21.43223 -10.17010 0.08
C -0.73865 20.06029 -9.96582 -0.84
O -0.51740 19.94082 -8.58796 -0.20
C 0.13075 18.70043 -8.16009 -0.88
N -0.59863 22.38172 -9.43780 -0.51
H -1.96031 22.71299 -11.53988 0.37
H -1.86159 21.07132 -12.24138 0.34
H -0.31138 21.86931 -11.97355 0.37
H -2.36051 21.52857 -9.75271 0.45
H 0.26181 20.07565 -10.39817 0.33
H -1.26337 19.17619 -10.32798 0.41
H -0.22596 17.75217 -8.56214 0.32
H 0.25339 18.52941 -7.09060 0.26
H 1.19520 18.77260 -8.38331 0.35
H 0.23719 22.61973 -9.95244 0.22
H -1.12731 23.24106 -9.39161 0.27
C 6.26761 25.99504 2.48504 -1.44
C 7.12528 26.92611 1.61116 0.37
C 8.55880 26.48197 1.28935 -0.79
O 9.41118 27.40391 0.66259 -0.27
C 10.47243 26.87760 -0.00908 -0.68
N 6.40018 27.04272 0.34777 -0.26
H 6.18128 24.96309 2.14484 0.44
H 5.33215 26.45340 2.80586 0.41
H 6.74376 25.89384 3.46031 0.38
H 7.05352 27.91955 2.05392 0.30
H 8.44287 25.64383 0.60220 0.42
H 9.19393 26.14617 2.10908 0.48
H 10.21058 26.02421 -0.63459 0.34
H 11.03760 26.44286 0.81536 0.33
H 11.23163 27.52248 -0.45163 0.30
H 7.07293 27.09392 -0.40383 0.31
H 5.91298 26.17149 0.19381 0.35
C -12.12896 18.64689 -0.47294 -1.15
C -12.65286 17.34744 0.22879 0.21
C -13.01966 16.29429 -0.84087 -0.74
O -14.17811 16.74075 -1.48345 -0.31
C -14.30618 16.07330 -2.74492 -0.74
N -11.42538 16.82974 0.95387 -0.69
H -12.78728 19.07528 -1.22872 0.31
H -11.27269 18.36747 -1.08679 0.29
H -11.91767 19.33640 0.34441 0.33
H -13.52118 17.54545 0.85722 0.35
H -13.10726 15.26572 -0.49092 0.48
H -12.12871 16.13929 -1.44939 0.29
H -14.72343 15.07385 -2.62197 0.30
H -13.41308 16.06802 -3.36978 0.32
H -15.08806 16.60305 -3.28911 0.26
H -11.03755 17.37483 1.71056 0.25
H -10.70859 16.65055 0.26524 0.24
C -3.37339 27.20025 -3.35880 -1.48
C -3.37489 26.44855 -4.72268 0.40
C -3.99782 27.29058 -5.92536 -0.86
O -4.18731 26.54771 -7.09222 -0.31
C -5.49528 26.54568 -7.69652 -0.74
N -1.95116 26.11160 -4.98503 -0.56
H -4.39214 27.46806 -3.07855 0.40
H -2.71341 28.06533 -3.29428 0.37
H -3.17751 26.47357 -2.57033 0.40
H -4.08031 25.61766 -4.71222 0.20
H -3.35970 28.15951 -6.08620 0.35
H -4.93138 27.76139 -5.61731 0.42
H -5.85214 27.55385 -7.90706 0.32
H -6.21706 25.98807 -7.09969 0.31
H -5.56192 26.09436 -8.68646 0.26
H -1.53078 26.10144 -4.06672 0.27
H -1.47329 26.89169 -5.41304 0.26
C -3.87906 13.74963 4.46127 -1.27
C -3.86075 13.94439 6.01800 0.31
C -3.90988 15.46469 6.36323 -0.69
O -2.68004 16.09928 6.04963 -0.32
C -2.89843 17.48420 6.02972 -0.72
N -4.97298 13.15273 6.59839 -0.71
H -4.30115 12.80907 4.10730 0.40
H -2.84908 13.72254 4.10557 0.30
H -4.39973 14.59652 4.01431 0.27
H -2.93216 13.45498 6.31174 0.36
H -4.16373 15.68603 7.39989 0.37
H -4.72868 15.91209 5.79976 0.34
H -3.01869 17.90646 7.02739 0.28
H -3.70924 17.69304 5.33183 0.33
H -1.99768 18.02919 5.74732 0.25
H -5.78850 13.67595 6.31331 0.24
H -5.01218 13.09388 7.60591 0.24
C -3.05716 26.65366 5.70107 -1.30
C -4.31763 27.46962 5.38727 0.54
C -3.87897 28.81140 4.71084 -0.72
O -2.85736 29.49551 5.35437 -0.33
C -2.82457 30.97886 5.09395 -0.77
N -5.09265 26.69840 4.42988 -0.74
H -3.23677 25.91288 6.48021 0.35
H -2.27356 27.33153 6.03958 0.30
H -2.58930 25.98790 4.97584 0.34
H -4.84935 27.72728 6.30323 0.26
H -4.74585 29.46695 4.62796 0.36
H -3.52576 28.55620 3.71174 0.31
H -1.99256 31.48195 5.58664 0.26
H -3.76095 31.42443 5.42975 0.32
H -2.85094 31.22020 4.03133 0.32
H -5.45343 25.93629 4.98586 0.28
H -5.94771 27.19534 4.22486 0.24



Entry 2:
157
Properties=species:S:1:pos:R:3:mulliken_charge:R:1 method="wB97M-V/def2-TZVPD" total_energy_ha=-2868.28917 relative_energy_kj_mol=42.59 smiles=COC[C@H](C)N.COC[C@H](C)N.COC[C@H](C)N.COCCNCCOC.COCCNCCOC.COCCNCCOC.COCCNCCOC.OCCO orbital_gap_ev=8.90 multiplicity=1 mol_weight_da=862.25 lumo_ev=0.655 max_force_ev_per_a=1.88
C 0.62863 2.75497 -0.75805 0.57
O -0.04940 1.77959 -1.55325 -0.52
C 0.07449 0.44524 -1.10560 0.42
C -0.68420 0.13400 0.18881 -0.23
N -1.51119 -1.03375 0.02565 0.17
C -2.12612 -1.67073 1.14065 -0.79
C -2.98670 -2.81985 0.64346 -0.66
O -3.98517 -3.19546 1.56054 -0.31
C -3.84489 -4.49135 2.08719 -0.74
H -0.00682 3.48140 -0.25354 0.23
H 1.23653 3.31103 -1.47256 -0.53
H 1.28597 2.19399 -0.08788 -0.11
H 1.15275 0.25361 -0.97557 -0.68
H -0.28296 -0.17054 -1.93358 0.41
H -1.28488 1.01898 0.44843 0.13
H 0.06699 -0.01089 0.97490 -0.02
H -1.73285 -1.32166 -0.90798 0.36
H -2.75111 -0.96792 1.71002 0.24
H -1.42139 -2.10826 1.86650 0.54
H -2.39271 -3.67121 0.28999 0.41
H -3.49308 -2.48607 -0.27888 0.20
H -4.67635 -4.67976 2.76836 0.24
H -2.95495 -4.62465 2.71767 0.27
H -3.84316 -5.25938 1.30676 0.35
C 3.32024 6.07026 9.75991 -0.74
O 2.79340 4.87666 9.25955 -0.31
C 2.31756 5.03035 7.93333 -0.56
C 1.57298 3.77167 7.52816 -0.47
N 2.20808 3.12244 6.37628 -0.38
C 1.76874 1.70991 6.18106 -0.79
C 0.58544 1.66787 5.24960 -0.01
O -0.09132 0.43606 5.46443 -0.36
C -1.34806 0.34658 4.82727 -0.59
H 3.95653 5.86597 10.62022 0.26
H 2.50522 6.74856 10.04152 0.28
H 3.97277 6.58497 9.04038 0.31
H 3.13698 5.28502 7.25077 0.39
H 1.62618 5.88806 7.90990 0.32
H 0.52674 3.97700 7.29685 0.21
H 1.56903 3.10646 8.40425 0.32
H 3.20046 3.08220 6.57633 0.29
H 1.59832 1.21001 7.14496 0.37
H 2.68469 1.22485 5.83155 0.40
H 0.97057 1.65068 4.22483 0.06
H -0.03637 2.54261 5.45342 0.34
H -1.31307 -0.52488 4.16428 0.13
H -1.46825 1.17627 4.11657 0.30
H -2.21977 0.31820 5.47913 0.30
C 5.62241 -3.45861 1.81404 -0.70
O 4.42049 -3.50310 1.07576 -0.36
C 4.57054 -2.95988 -0.22004 -0.52
C 3.20334 -2.56650 -0.73591 -0.63
N 3.28522 -1.76413 -1.95266 0.22
C 3.80461 -2.42283 -3.16497 -0.20
C 3.10935 -3.70789 -3.60811 -0.97
O 3.30591 -4.82363 -2.76650 -0.38
C 4.50414 -5.52221 -3.00475 -0.78
H 5.48970 -4.11509 2.67100 0.26
H 5.83083 -2.43901 2.15526 0.24
H 6.45998 -3.82135 1.20742 0.30
H 5.01059 -3.72340 -0.87649 0.32
H 5.23843 -2.08596 -0.20777 0.34
H 2.66759 -1.99042 0.01953 0.32
H 2.64087 -3.50469 -0.83665 0.22
H 2.33600 -1.47806 -2.17679 -0.05
H 4.86361 -2.64807 -3.01998 0.55
H 3.63427 -1.71548 -3.98070 -0.01
H 3.49858 -3.93613 -4.61504 0.50
H 2.03996 -3.55452 -3.77775 0.37
H 4.94575 -5.82502 -2.05027 0.28
H 5.26731 -4.92096 -3.50827 0.36
H 4.32360 -6.43961 -3.57348 0.27
C 4.48158 4.49660 -7.74728 -0.67
O 3.91477 5.53106 -7.00427 -0.42
C 3.20581 5.09756 -5.84575 1.25
C 1.99703 5.98502 -5.68314 -1.05
N 1.27318 5.59352 -4.47604 0.25
C 0.11385 6.41680 -4.20501 -0.69
C -0.37240 6.18618 -2.78239 -0.59
O 0.66310 5.93302 -1.85824 -0.21
C 1.35058 7.07535 -1.43033 -0.81
H 4.75266 4.89739 -8.72706 0.29
H 3.79624 3.65053 -7.86456 0.28
H 5.43415 4.10513 -7.35471 0.26
H 3.86915 5.26532 -4.98453 0.23
H 2.93685 4.04090 -5.90223 -1.19
H 1.29741 5.78903 -6.49872 0.33
H 2.33734 7.02799 -5.64752 0.40
H 1.87087 5.47348 -3.66981 -0.03
H -0.69428 6.08052 -4.86161 0.36
H 0.34820 7.46939 -4.42740 0.34
H -0.97829 5.27515 -2.76021 0.27
H -1.05945 6.96375 -2.42433 0.39
H 2.23146 6.73719 -0.88508 0.24
H 0.74345 7.71601 -0.78245 0.29
H 1.71254 7.66721 -2.28301 0.34
C 3.18748 0.22158 1.79344 1.07
C 3.84162 1.40277 1.17185 0.04
O 5.03722 1.79787 1.82641 -0.62
O 2.79943 0.44123 3.15718 -0.59
H 3.87951 -0.62735 1.87343 -0.14
H 2.30361 -0.09992 1.24332 -0.73
H 3.15295 2.25901 1.11213 0.21
H 4.02426 1.26059 0.09601 -0.06
H 5.76628 1.72109 1.20717 0.37
H 3.36142 1.12262 3.54039 0.37
C -4.88807 0.44049 -0.94770 -1.19
C -6.16927 -0.10105 -0.32132 0.21
C -6.72268 -1.25419 -1.13168 -0.51
O -7.99459 -1.60355 -0.63687 -0.33
C -8.55621 -2.68943 -1.32647 -0.70
N -5.87212 -0.48036 1.07778 -0.57
H -4.09108 -0.26423 -0.69595 0.02
H -4.61862 1.39685 -0.50038 0.36
H -4.93235 0.60167 -2.02551 0.44
H -6.87350 0.72272 -0.17628 0.47
H -6.03111 -2.10368 -1.02572 0.19
H -6.78182 -0.94033 -2.18418 0.41
H -7.87816 -3.54194 -1.43641 0.29
H -8.86798 -2.36940 -2.33488 0.29
H -9.47249 -3.00437 -0.82952 0.27
H -5.59573 -1.46231 1.11845 0.09
H -6.74438 -0.47348 1.59702 0.31
C 3.69308 3.06454 -2.74356 -0.68
C 3.68576 1.60256 -3.18277 1.78
C 3.67272 1.45632 -4.70145 -0.54
O 2.37477 1.11845 -5.19266 -0.44
C 1.55541 2.22333 -5.41327 -0.62
N 4.82191 0.88026 -2.52019 -0.70
H 3.99387 3.13626 -1.69616 0.23
H 2.70731 3.53458 -2.81916 -0.33
H 4.34777 3.72068 -3.32785 0.24
H 2.78608 1.18750 -2.71956 -0.76
H 4.25702 0.57107 -4.96953 0.53
H 4.07010 2.33110 -5.22341 0.11
H 1.40394 2.83729 -4.51265 0.21
H 0.55285 1.86592 -5.65633 0.36
H 1.91156 2.87978 -6.21715 0.41
H 5.43868 0.61473 -3.29199 0.39
H 4.44504 -0.05483 -2.30424 0.04
C -7.45849 -8.41410 3.51488 -1.46
C -6.48678 -8.59056 2.32500 0.65
C -7.05540 -8.45254 0.93990 -1.07
O -7.51260 -7.16569 0.62128 -0.29
C -8.89802 -6.98564 0.63215 -0.58
N -5.33054 -7.69425 2.43305 -0.60
H -7.05627 -8.97353 4.35190 0.36
H -8.43228 -8.82607 3.23072 0.33
H -7.63864 -7.35563 3.69867 0.39
H -6.11689 -9.61638 2.44050 0.20
H -7.76786 -9.24528 0.66525 0.50
H -6.23330 -8.69773 0.24915 0.37
H -9.37731 -7.56770 -0.16937 0.32
H -9.09439 -5.93484 0.42653 0.13
H -9.38007 -7.26600 1.57532 0.26
H -5.43950 -6.97204 1.72695 0.22
H -5.25643 -7.16113 3.29051 0.26